[1]
2 unconnected molecules or ions with the total composition H4S2. Source: the Open Molecules 2025 dataset; level of theory: ωB97M-V with the def2-TZVPD basis set.

Geometry as XYZ:
```
6
Properties=species:S:1:pos:R:3:nbo_charge:R:1
S 1.66672 -0.05293 -0.01002 -0.31
H 1.33739 1.22889 0.20307 0.13
H 0.46535 -0.50314 0.37586 0.15
S -1.53079 -0.06913 -0.06951 -0.26
H -2.56299 -0.03912 0.78447 0.14
H -1.41461 1.26628 -0.09091 0.15
```

Its total charge is 0. Its frontier orbital gap is 0.372 hartree. Its HOMO energy is -9.47 eV. Its LUMO energy is 0.65 eV. As for the SMILES: S.S.

=====

[2]
2 unconnected molecules or ions with the total composition H4S4. Source: the Open Molecules 2025 dataset; level of theory: ωB97M-V with the def2-TZVPD basis set.

Geometry as XYZ:
```
8
Properties=species:S:1:pos:R:3:nbo_charge:R:1
S -0.69413 -5.49690 0.18584 -0.12
S -0.90535 -3.85732 1.45220 -0.14
H 0.08576 -4.97742 -0.78597 0.13
H -1.71729 -2.97143 0.83703 0.13
S 1.33966 4.05669 -1.38171 -0.13
S -0.30914 4.31239 -0.15262 -0.13
H 2.13873 3.42195 -0.49792 0.13
H 0.06176 5.51204 0.34315 0.13
```

Its total charge is 0. Its frontier orbital gap is 0.353 hartree. Its HOMO energy is -9.39 eV. Its LUMO energy is 0.22 eV. As for the SMILES: SS.SS.

=====

[3]
A molecular structure, H4S4. Source: the Open Molecules 2025 dataset; level of theory: ωB97M-V with the def2-TZVPD basis set.

Geometry as XYZ:
```
8
Properties=species:S:1:pos:R:3:nbo_charge:R:1
S -2.08175 1.01637 -1.99927 -0.26
S 0.06169 1.38868 0.38721 0.02
H -2.29052 2.27092 -2.42857 0.13
H -0.84974 1.14775 -0.72485 0.09
S 1.45269 0.07486 -0.09155 0.13
S 0.69743 -2.48856 1.74882 -0.40
H 0.98169 -1.05840 0.55502 0.14
H 1.09980 -2.95846 2.94051 0.14
```

Its total charge is 0. Its frontier orbital gap is 0.138 hartree. Its HOMO energy is -8.40 eV. Its LUMO energy is -4.65 eV.

=====

[4]
2 unconnected molecules or ions with the total composition H4S4. Source: the Open Molecules 2025 dataset; level of theory: ωB97M-V with the def2-TZVPD basis set.

Geometry as XYZ:
```
8
Properties=species:S:1:pos:R:3:nbo_charge:R:1
S -1.32527 -4.11938 -2.39365 -0.13
S -2.13690 -2.18511 -2.10868 -0.13
H -1.24885 -4.57708 -1.12591 0.13
H -1.13514 -1.65781 -1.37320 0.13
S 2.31378 3.93713 2.04648 -0.12
S 1.39790 2.05747 1.82081 -0.14
H 1.16329 4.38784 2.59028 0.14
H 0.97121 2.15693 0.54388 0.13
```

Its total charge is 0. Its frontier orbital gap is 0.341 hartree. Its HOMO energy is -9.29 eV. Its LUMO energy is -0.02 eV. As for the SMILES: SS.SS.

=====

[5]
2 unconnected molecules or ions with the total composition H4S4. Source: the Open Molecules 2025 dataset; level of theory: ωB97M-V with the def2-TZVPD basis set.

Geometry as XYZ:
```
8
Properties=species:S:1:pos:R:3:nbo_charge:R:1
S 0.37533 1.80499 0.85214 -0.14
S -1.22666 2.61712 -0.32248 -0.13
H -0.45484 1.02826 1.53464 0.14
H -1.15397 1.60699 -1.21465 0.14
S -0.08132 -1.79410 0.54985 -0.15
S 1.30772 -1.72540 -1.01580 -0.14
H -0.25148 -3.11903 0.49759 0.14
H 1.48523 -0.41883 -0.88129 0.14
```

Its total charge is 0. Its frontier orbital gap is 0.316 hartree. Its HOMO energy is -8.60 eV. Its LUMO energy is 0.00 eV. As for the SMILES: SS.SS.

=====

[6]
A molecular structure, H58O31V. Source: the Open Molecules 2025 dataset; level of theory: ωB97M-V with the def2-TZVPD basis set.

Geometry as XYZ:
```
90
Properties=species:S:1:pos:R:3:lowdin_charge:R:1
O -17.10302 4.84073 -3.88565 -0.34
V -16.53806 4.22634 -5.28264 0.95
O -16.08739 2.74787 -4.97831 -0.31
O -18.55536 2.23436 -7.97781 -0.03
H -18.75900 2.93960 -8.58897 0.03
H -19.22438 1.55866 -8.21396 0.05
O -18.63691 5.07341 -1.48783 -0.06
H -18.66277 4.37577 -0.80868 0.07
H -18.10863 4.77251 -2.25754 0.01
O -14.53455 5.01871 -1.89484 -0.09
H -14.91097 4.64382 -1.07168 0.01
H -13.54609 4.97004 -1.75375 0.07
O -14.71862 5.24512 -5.13834 -0.09
H -13.94637 5.11604 -4.54421 0.08
H -14.78751 6.19639 -5.40740 0.06
O -19.61398 10.22658 0.96297 -0.06
H -19.84420 11.16099 1.05935 0.04
H -20.20870 9.69276 1.49298 0.03
O -17.75268 10.60693 -8.53619 -0.05
H -16.90594 10.64047 -9.02122 0.05
H -17.46180 10.97287 -7.70996 0.02
O -15.78390 3.73641 -7.61989 -0.06
H -14.82788 3.80608 -7.75343 0.03
H -15.96750 2.78318 -7.70775 0.07
O -17.73621 9.81825 -4.67260 -0.06
H -17.03299 9.16836 -4.51731 0.00
H -17.90946 10.06264 -3.75073 0.05
O -20.68153 4.75674 -5.24383 -0.06
H -20.87815 4.97345 -4.24439 0.03
H -21.49307 4.74719 -5.73723 0.07
O -19.62732 7.64823 -8.93717 -0.05
H -20.29602 7.95590 -9.56105 0.05
H -19.45402 8.42550 -8.38287 0.03
O -18.92428 7.53572 -5.86317 -0.06
H -19.23501 8.20633 -5.23713 0.05
H -19.57036 6.81935 -6.00444 0.05
O -15.18213 3.02321 0.30727 -0.12
H -15.11560 2.90386 1.30208 0.08
H -15.00539 2.09904 -0.06731 0.02
O -19.94837 -0.70133 -5.54156 -0.07
H -19.81157 0.03734 -4.86891 0.04
H -20.16597 -1.51545 -5.11806 0.04
O -16.13366 7.71888 -3.37192 -0.01
H -16.39553 6.82233 -3.26954 -0.01
H -16.00523 8.19924 -2.57310 0.05
O -16.78641 5.94359 -6.62957 -0.10
H -17.41485 6.68390 -6.51082 0.05
H -17.02427 5.67818 -7.54503 0.05
O -14.14163 8.08590 -5.84269 -0.02
H -13.24740 8.32841 -6.03075 0.04
H -14.70730 8.83762 -5.68502 0.04
O -14.65723 0.53291 -0.92740 -0.06
H -14.00095 0.41541 -1.66252 0.08
H -14.57940 -0.17310 -0.27549 0.06
O -16.36014 2.88700 -10.66689 -0.04
H -15.91755 3.09579 -11.50779 0.06
H -16.63052 1.98052 -10.74060 0.03
O -20.70534 0.24465 -7.94582 -0.04
H -20.40613 -0.27357 -7.18433 0.00
H -21.28395 -0.26427 -8.45430 0.01
O -11.46096 -0.02929 -8.07854 -0.10
H -11.87052 -0.87217 -8.45102 0.08
H -10.61893 -0.13794 -7.60015 0.04
O -18.19943 5.01558 -8.84802 -0.02
H -18.52550 5.70268 -9.39779 0.02
H -17.56491 4.57905 -9.42204 0.03
O -12.97527 3.55865 -8.14719 -0.06
H -12.39755 3.75886 -7.39938 0.03
H -12.50989 2.70916 -8.37440 0.07
O -13.91372 0.81505 -4.35698 -0.06
H -13.69162 0.23252 -5.13518 0.09
H -14.75399 1.19758 -4.55604 -0.02
O -19.94781 1.58431 -4.00841 -0.04
H -19.18186 1.61567 -3.45339 0.00
H -20.60511 2.15396 -3.55239 0.08
O -17.86648 1.54905 -1.79425 -0.03
H -17.08077 2.10110 -1.83086 0.03
H -17.61078 0.89954 -1.13314 0.05
O -18.40256 3.79183 -5.90258 -0.14
H -18.60033 3.06765 -6.56250 0.05
H -19.29552 4.18283 -5.60238 0.04
O -21.10787 4.96212 -2.78662 -0.06
H -21.85804 5.09165 -2.14201 0.13
H -20.25312 5.05686 -2.29553 0.03
O -20.79295 7.81791 -1.89404 -0.07
H -20.55411 7.12404 -2.53302 0.01
H -20.22106 7.78647 -1.11067 0.04
O -12.39002 3.49527 -4.87581 -0.05
H -12.87648 2.65662 -4.71908 0.03
H -11.61961 3.12386 -4.45103 0.04
```

Its total charge is +1. Its frontier orbital gap is 0.380 hartree. Its HOMO energy is -12.48 eV. Its LUMO energy is -2.15 eV.

=====

[7]
A molecular structure, H5Hf2O19S4. Source: the Open Molecules 2025 dataset; level of theory: ωB97M-V with the def2-TZVPD basis set.

Geometry as XYZ:
```
30
Properties=species:S:1:pos:R:3:lowdin_charge:R:1
Hf -0.72391 1.03485 2.06494 2.18
Hf 1.29422 -1.69403 -0.62150 2.24
S -0.15463 -2.66224 2.48807 0.31
O 0.63419 -2.94747 1.30844 -0.44
O -0.56309 -1.23692 2.38028 -0.47
O -1.32713 -3.56412 2.68668 -0.31
O 0.80854 -2.77386 3.62011 -0.33
S -2.29473 -1.20633 -0.10980 0.31
O -0.93261 -1.76673 -0.33302 -0.46
O -2.15014 -0.04607 0.75309 -0.45
O -2.73857 -0.77955 -1.42959 -0.28
O -3.24653 -2.14419 0.52896 -0.28
S -0.03241 0.15874 -3.53839 0.24
O 0.83440 -0.21457 -4.68124 -0.39
O 0.44154 1.51624 -3.21663 -0.38
O -1.44474 0.09346 -3.83104 -0.30
O 0.35377 -0.67734 -2.41585 -0.48
S 2.74307 -0.31431 2.45774 0.24
O 3.22938 -1.17514 3.52489 -0.28
O 2.52067 -1.08813 1.24390 -0.45
O 1.44939 0.34792 2.70501 -0.46
O 3.71287 0.74873 2.29138 -0.33
O 0.40504 0.36029 0.12882 -0.41
H 0.36496 0.92186 -0.66966 0.01
O 0.22183 3.74667 -2.03171 -0.07
H 0.43068 2.88914 -2.40219 -0.05
H 0.06197 4.30451 -2.79296 0.05
O -1.17322 2.52150 0.27376 -0.07
H -2.07762 2.72707 0.03706 0.10
H -0.64718 2.92002 -0.41956 0.04
```

Its total charge is -1. Its frontier orbital gap is 0.125 hartree. Its HOMO energy is -5.70 eV. Its LUMO energy is -2.31 eV.

=====

[8]
A single H5ISi2 molecule. Source: the Open Molecules 2025 dataset; level of theory: ωB97M-V with the def2-TZVPD basis set.

Geometry as XYZ:
```
8
Properties=species:S:1:pos:R:3:nbo_charge:R:1
Si 0.75248 -0.90316 -0.43941 0.37
Si -0.28823 1.00495 0.56753 0.55
I -2.89647 0.85274 -0.08136 -0.30
H -0.36251 -1.49198 -1.34514 -0.10
H 1.97443 -0.65928 -1.18167 -0.13
H 1.11230 -1.98564 0.60659 -0.11
H -0.24195 2.33680 -0.05728 -0.11
H -0.05005 0.84556 1.93075 -0.16
```

Its total charge is 0. Its frontier orbital gap is 0.328 hartree. Its HOMO energy is -9.35 eV. Its LUMO energy is -0.41 eV. As for the SMILES: [SiH3][SiH2]I.

=====

[9]
2 unconnected molecules or ions with the total composition H5N2P. Source: the Open Molecules 2025 dataset; level of theory: ωB97M-V with the def2-TZVPD basis set.

Geometry as XYZ:
```
8
Properties=species:S:1:pos:R:3:nbo_charge:R:1
N 1.03908 -1.14572 -0.18774 -0.64
N 0.04070 -0.45619 0.48106 -0.74
P -1.44558 -0.55137 -0.07704 0.48
H 0.67743 -1.26071 -1.16050 0.36
H 1.89847 -0.56947 -0.30286 0.35
H 0.28922 -0.06245 1.38851 0.40
H -1.01906 1.83430 -1.32128 -0.14
H -1.98625 -0.56925 1.20092 -0.07
```

Its total charge is 0. Its frontier orbital gap (alpha / beta) is 0.325 / 0.244 hartree. Its HOMO energy (alpha / beta) is -8.90 / -6.98 eV. Its LUMO energy (alpha / beta) is -0.05 / -0.35 eV.

=====

[10]
2 unconnected molecules or ions with the total composition H5N3. Source: the Open Molecules 2025 dataset; level of theory: ωB97M-V with the def2-TZVPD basis set.

Geometry as XYZ:
```
8
Properties=species:S:1:pos:R:3:nbo_charge:R:1
N 1.21737 -1.24370 -0.76205 -0.37
N -1.06191 1.38736 0.90053 -1.06
N 0.05606 -1.07898 -0.58972 -0.21
H 1.93956 -1.29395 0.08588 0.30
H 1.79128 -1.18236 -1.74581 0.29
H -1.42843 0.72958 1.55216 0.36
H -0.66996 0.86506 0.12012 0.36
H -1.84396 1.81699 0.43888 0.35
```

Its total charge is 0. Its frontier orbital gap is 0.339 hartree. Its HOMO energy is -8.50 eV. Its LUMO energy is 0.73 eV.

=====

[11]
2 unconnected molecules or ions with the total composition H5N4O. Source: the Open Molecules 2025 dataset; level of theory: ωB97M-V with the def2-TZVPD basis set.

Geometry as XYZ:
```
10
Properties=species:S:1:pos:R:3:nbo_charge:R:1
N 1.47746 0.50358 1.21911 -0.65
N -0.96057 0.31020 -1.16132 -0.55
N 0.79219 -0.15521 0.16605 -0.13
N -0.29386 0.47233 -0.05513 0.15
O -0.72572 1.27026 0.88269 -0.82
H 2.05344 -0.24136 1.56675 0.33
H 0.80521 0.74827 1.84564 0.38
H -1.82138 0.92003 -1.04115 0.31
H -0.62210 -2.22554 -1.54546 -0.08
H -0.70467 -1.60256 -1.87720 0.05
```

Its total charge is -1. Its frontier orbital gap (alpha / beta) is 0.173 / 0.276 hartree. The expectation value of S² is 2.01. As for the spin multiplicity: 3. Its HOMO energy (alpha / beta) is 0.48 / -3.30 eV. Its LUMO energy (alpha / beta) is 5.19 / 4.22 eV.

=====

[12]
2 unconnected molecules or ions with the total composition H5N4PS. Source: the Open Molecules 2025 dataset; level of theory: ωB97M-V with the def2-TZVPD basis set.

Geometry as XYZ:
```
11
Properties=species:S:1:pos:R:3:nbo_charge:R:1
N -2.26166 -2.55685 -0.08817 -0.28
N -1.72915 -1.44331 0.11362 -0.58
N 0.10641 1.82766 -0.01430 -0.62
N -0.65584 0.65100 -0.11242 -0.77
P -0.34070 -0.83712 0.54498 1.16
S 2.90257 -0.10386 0.21353 -0.42
H -3.15232 -2.54126 0.43541 0.31
H 0.03856 2.06627 1.04835 0.33
H 1.09197 1.37958 0.00890 0.37
H -1.33961 0.62067 -0.80586 0.39
H 3.09885 -1.16867 -0.55599 0.11
```

Its total charge is 0. Its frontier orbital gap (alpha / beta) is 0.177 / 0.301 hartree. Its HOMO energy (alpha / beta) is -7.51 / -9.12 eV. Its LUMO energy (alpha / beta) is -2.70 / -0.93 eV.

=====

Number 1: F_max 0.0225 hartree/bohr. Number 2: F_max 0.0134 hartree/bohr. Number 3: F_max 0.0472 hartree/bohr. Number 4: F_max 0.0245 hartree/bohr. Number 5: F_max 0.0262 hartree/bohr. Number 6: F_max 0.0486 hartree/bohr. Number 7: F_max 0.2482 hartree/bohr. Number 8: F_max 0.0641 hartree/bohr. Number 9: F_max 0.0580 hartree/bohr. Number 10: F_max 0.0665 hartree/bohr. Number 11: F_max 0.1263 hartree/bohr. Number 12: F_max 0.0801 hartree/bohr.